No. 1
This record from the OMol25 dataset describes the molecule C4H7NO. The level of theory is wB97M-V/def2-TZVPD.

```
! wB97M-V def2-TZVPD RIJCOSX def2/J DEFGRID3
* xyz 0 1
C 0.61 0.88 0.63
C 0.22 -0.15 -1.16
H -0.53 -0.60 -1.83
H 1.70 1.02 0.60
N 0.04 1.28 -0.71
H -0.92 1.63 -0.71
H 0.26 -1.83 1.74
C 0.07 -0.52 0.31
C -1.42 -0.35 0.65
O 0.54 -1.74 0.81
H -1.96 -0.70 -0.26
H 0.18 1.32 1.54
H 1.22 -0.25 -1.61
*
```

## Properties
LUMO energy (alpha / beta)	-0.8761 / -0.8455	eV
molecular weight	85.11	g mol⁻¹
orbital gap (alpha / beta)	0.3009 / 0.3073	Ha

Atomic partial charges in e from the Mulliken method, atoms 1 to 8:
1. C -0.623
2. C -0.621
3. H 0.283
4. H 0.260
5. N -0.481
6. H 0.291
7. H 0.346
8. C 0.888

=====

No. 2
This record from the OMol25 dataset describes a structure of composition C4H7NO at a distorted geometry. The level of theory is wB97M-V/def2-TZVPD.

```
! wB97M-V def2-TZVPD RIJCOSX def2/J DEFGRID3
* xyz 0 1
H -1.55 -0.10 1.41
H 0.33 1.77 0.58
H -2.28 0.26 -0.19
H -0.39 -0.43 -1.43
C -0.22 -0.19 -0.25
H -1.89 -1.42 0.28
N 0.89 -1.09 0.28
H 0.43 -1.16 -0.88
C -1.57 -0.37 0.35
O 2.90 0.14 0.72
H 0.90 1.53 -1.10
C 0.69 1.04 -0.14
C 1.76 0.04 0.36
*
```

## Properties
LUMO energy	0.5549	eV
molecular weight	85.11	g mol⁻¹
orbital gap	0.3713	Ha

Atomic partial charges in e from the Mulliken method, atoms 1 to 8:
1. H 0.337
2. H 0.269
3. H 0.340
4. H 0.116
5. C 0.783
6. H 0.332
7. N -0.723
8. H 0.298

=====

| no. | electronic energy (a.u.) |
| --- | --- |
| 1 | -286.393258 |
| 2 | -286.478970 |